1.
Below is C33H26BCl3F5N4O2PRuS3Si as an isolated structure, with properties calculated with ωB97M-V with the def2-TZVPD basis set.

Last column: Löwdin spin population.
Geometry (Å):
Ru: -0.02833 -0.90639 -0.14839  3.550
F: -2.78203 1.02447 6.45900  0.000
C: -2.64330 0.92362 5.13416  0.000
C: -1.53482 0.31528 4.59116  0.000
F: -0.58221 -0.15539 5.39750  0.000
C: -1.39892 0.23186 3.22264  0.003
F: -0.26943 -0.31089 2.77215  0.020
C: -2.34055 0.73642 2.33036  0.025
S: -2.20508 0.67667 0.59459  0.187
C: -3.43465 1.35837 2.92616  0.007
F: -4.38165 1.90821 2.15673  0.005
C: -3.59456 1.44912 4.29220  0.001
F: -4.66693 2.06005 4.81043  0.001
O: 3.78272 -0.66293 -0.68165  0.015
C: 3.13033 0.10808 0.01400  0.016
O: 2.13336 -0.16039 0.80013  0.113
C: 3.39627 1.59027 -0.08670  0.003
C: 4.68420 2.10678 -0.17212  0.001
C: 4.87584 3.47712 -0.22555  0.000
C: 3.77735 4.33249 -0.23291  0.002
C: 2.49245 3.81613 -0.19424  0.005
C: 2.29152 2.43717 -0.11326  0.020
P: 0.57196 1.74167 0.01128  0.116
C: 0.18078 2.53663 1.62514  0.011
C: 0.84714 2.04527 2.75073  0.004
C: 0.60746 2.59282 4.00507  0.000
C: -0.29555 3.63710 4.15445  0.004
C: -0.94514 4.14295 3.03657  0.000
C: -0.70607 3.60039 1.77985  0.006
C: -0.22112 2.71308 -1.36032  0.010
C: 0.53905 2.80237 -2.53744  0.006
C: 0.03505 3.40162 -3.68230  0.000
C: -1.25261 3.92349 -3.68662  0.006
C: -2.03064 3.81473 -2.54654  0.000
C: -1.52834 3.20555 -1.39961  0.007
H: 5.52432 1.42079 -0.18362  0.000
H: 5.87971 3.88471 -0.25861  0.000
H: 3.92633 5.40625 -0.27174  0.000
H: 1.63993 4.48551 -0.22371  0.001
H: 1.54247 1.22173 2.63803  0.000
H: 1.12033 2.18724 4.87061  0.000
H: -0.49104 4.05619 5.13477  0.000
H: -1.65002 4.96128 3.14038  0.000
H: -1.22206 4.00952 0.92353  0.000
H: 1.53850 2.38856 -2.56026  0.000
H: 0.64728 3.44966 -4.57582  0.000
H: -1.64965 4.39732 -4.57710  0.000
H: -3.04757 4.19243 -2.54437  0.000
H: -2.17843 3.08337 -0.54679  0.002
C: -2.73059 -5.04565 1.67858  0.004
N: -2.32714 -5.05693 0.27905  0.016
C: -2.19811 -6.18449 -0.51412  0.008
C: -1.92286 -5.74466 -1.75665  0.005
N: -1.88993 -4.36105 -1.73562  0.015
B: -1.72887 -3.45017 -3.00316  0.004
N: -0.19020 -3.22769 -3.28017  0.019
C: 0.64702 -4.18912 -3.80233  0.007
C: 1.87599 -3.65412 -3.94800  0.011
N: 1.78947 -2.35139 -3.50504  0.017
C: 2.89432 -1.39128 -3.49059  0.003
C: 0.51986 -2.10159 -3.10252  0.033
S: -0.03842 -0.53185 -2.60103  0.215
C: -2.12098 -3.94274 -0.47109  0.023
S: -2.26853 -2.32735 0.13072  0.173
H: -2.66654 -6.06232 2.06268  0.000
H: -3.75217 -4.67906 1.77422  0.002
H: -2.07256 -4.39944 2.24584  0.001
H: -2.30627 -7.18202 -0.11777  0.001
H: -1.76125 -6.30246 -2.66567  0.000
H: -2.24555 -2.39391 -2.79831  0.001
H: -2.18850 -4.05216 -3.95757  0.000
H: 0.30120 -5.18917 -4.00806  0.001
H: 2.80552 -4.08356 -4.28652  0.001
H: 3.65767 -1.74451 -4.18120  0.000
H: 3.31638 -1.29672 -2.49455  0.000
H: 2.53009 -0.42085 -3.81477  0.002
Cl: 1.19423 -4.76971 -0.27911  0.049
Si: 1.25526 -2.93117 0.80978  0.165
Cl: 0.30923 -3.57709 2.60095  0.037
Cl: 3.22861 -3.01406 1.47010  0.039

Values from the calculation:
LUMO energy (spin up / spin down) (eV): 2.524 / 1.012
Spin multiplicity: 6
E_HOMO (spin up / spin down) (eV): -4.42 / -5.09
Gap between HOMO and LUMO (spin up / spin down) (eV): 6.9476 / 6.0984
Net charge: -1

---

2.
Below is C32H38N7O7PTi as an isolated structure, with properties calculated with ωB97M-V with the def2-TZVPD basis set.

Last column: Mulliken charge in e.
Geometry (Å):
Ti: -14.87321 3.31030 -10.38338  -0.943
O: -15.81538 4.20437 -8.85650  0.770
C: -16.95032 4.86412 -8.69331  0.449
C: -17.29185 5.53243 -7.49972  -0.854
C: -18.54946 6.13755 -7.36576  -0.611
C: -19.48292 6.16144 -8.41236  -0.769
C: -19.16714 5.60967 -9.62618  -1.031
C: -17.93485 4.92079 -9.75292  0.587
C: -17.70751 4.27328 -10.95378  -0.388
N: -16.66032 3.52619 -11.27321  0.325
C: -16.63947 3.03783 -12.67348  -0.916
C: -15.49977 2.07561 -12.86555  -0.864
N: -15.01068 1.65417 -11.55633  0.133
C: -14.64997 0.39164 -11.35501  -0.623
C: -14.66819 -0.27382 -10.12323  1.100
C: -14.35612 -1.66266 -10.15420  -0.945
C: -14.41832 -2.34279 -8.96150  -0.745
C: -14.80594 -1.68238 -7.76496  -0.492
C: -15.08093 -0.32459 -7.71731  -0.850
C: -14.96614 0.45419 -8.89505  0.043
O: -15.04854 1.75975 -8.97268  1.398
H: -16.58518 5.53222 -6.67855  0.526
H: -18.77500 6.63486 -6.42768  0.437
H: -20.42656 6.66781 -8.26644  0.404
H: -19.85149 5.68277 -10.45031  0.437
H: -18.50811 4.36874 -11.68062  0.352
H: -16.58712 3.90914 -13.33075  0.472
H: -17.60780 2.52692 -12.83337  0.563
H: -14.67932 2.60423 -13.38657  0.086
H: -15.81134 1.18812 -13.42999  0.615
H: -14.32770 -0.21545 -12.19371  0.301
H: -14.09288 -2.13545 -11.10116  0.406
H: -14.13559 -3.39394 -8.87013  0.378
H: -14.89838 -2.27913 -6.86369  0.426
H: -15.34604 0.15927 -6.77506  0.467
O: -8.04935 2.35001 -13.54544  -0.729
C: -8.81253 3.34995 -13.72042  0.412
O: -8.76862 4.40558 -14.39476  -0.714
C: -10.01245 3.25183 -12.88116  -0.004
C: -10.43784 2.05483 -12.29308  -1.126
C: -11.61088 1.98924 -11.52436  -0.455
N: -12.45708 3.02824 -11.35790  0.922
C: -12.03565 4.14456 -11.99752  0.706
C: -10.83306 4.33914 -12.69772  -1.187
C: -13.03221 5.21737 -11.94803  -0.004
O: -12.73074 6.33941 -12.37945  -0.720
O: -14.22047 4.84335 -11.45925  0.825
H: -9.88536 1.13097 -12.37314  0.506
H: -11.87405 1.05323 -11.04947  0.503
H: -10.60798 5.30913 -13.08980  0.704
C: -13.04301 3.69085 -7.06707  -0.653
N: -12.11017 3.81637 -5.92025  0.109
C: -10.97565 4.66506 -6.39477  -0.444
N: -10.27079 4.08570 -7.56725  0.095
C: -11.25645 3.96904 -8.63328  -0.201
N: -12.41138 3.11425 -8.24330  1.495
C: -11.92664 1.75645 -7.92887  -0.806
N: -10.95473 1.80163 -6.81635  0.021
C: -11.61866 2.44914 -5.63526  -0.691
C: -9.83773 2.70134 -7.22162  -0.767
H: -13.42207 4.67168 -7.35389  -0.193
H: -13.85765 3.06776 -6.72543  0.242
H: -10.26565 4.79706 -5.56174  0.394
H: -11.36580 5.62728 -6.70047  0.069
H: -10.79360 3.49306 -9.51379  0.469
H: -11.63226 4.95569 -8.89781  -0.873
H: -11.43786 1.31805 -8.79075  0.064
H: -12.74119 1.10176 -7.61862  0.178
H: -10.89779 2.48164 -4.80875  0.343
H: -12.48938 1.81878 -5.35779  0.323
H: -9.37730 2.24912 -8.09606  0.391
H: -9.11681 2.74104 -6.39013  0.357
C: -14.76262 8.11653 -10.03178  -0.808
P: -13.52056 7.49953 -8.89813  1.526
C: -13.93256 8.14402 -7.26453  -1.188
C: -11.90600 8.14730 -9.33809  -1.229
O: -13.51644 5.98350 -8.93371  -1.337
H: -14.83597 9.22592 -10.03939  0.453
H: -15.72911 7.68442 -9.71332  0.131
H: -14.50448 7.74862 -11.03515  0.215
H: -13.61758 9.20774 -7.15425  0.437
H: -13.43580 7.54232 -6.46413  0.270
H: -15.01554 8.06792 -7.11137  0.297
H: -11.86424 9.23746 -9.21579  0.482
H: -11.72013 7.88257 -10.39125  0.271
H: -11.11960 7.64963 -8.73994  0.277

Values from the calculation:
LUMO energy (eV): -2.074
Spin multiplicity: 1
E_HOMO (eV): -7.28
Gap between HOMO and LUMO (eV): 5.2079

---

3.
Below is a 4-piece molecular cluster, C12H24O12 overall, with properties calculated with ωB97M-V with the def2-TZVPD basis set.

Last column: Mulliken charge in e.
Geometry (Å):
C: -0.54026 -20.08403 12.15928  -0.473
O: 0.73328 -20.45591 11.61288  -0.384
C: 1.47546 -19.53817 11.01796  0.930
O: 1.09941 -18.45456 10.64367  -0.589
O: 2.65081 -20.09101 10.73883  -0.336
C: 3.60218 -19.26346 10.06961  -0.481
H: -0.32862 -19.75089 13.16842  0.023
H: -1.14483 -20.98593 12.06418  0.279
H: -1.08843 -19.42594 11.48212  0.366
H: 3.88367 -18.43418 10.70782  0.097
H: 3.20854 -18.96840 9.09682  0.334
H: 4.47089 -19.88397 9.86386  0.231
C: 1.72090 -24.11484 15.60732  -0.584
O: 0.98653 -23.19898 16.38260  -0.358
C: 0.37734 -22.19350 15.79003  0.886
O: 0.05341 -22.15461 14.63470  -0.525
O: 0.15565 -21.23257 16.67396  -0.350
C: -0.39587 -20.02706 16.18526  -0.560
H: 2.01513 -24.94783 16.24607  0.253
H: 2.66578 -23.70710 15.24351  0.208
H: 1.09928 -24.52664 14.81181  0.303
H: 0.42821 -19.48204 15.70699  0.155
H: -0.67629 -19.40463 17.03198  0.316
H: -1.22097 -20.02941 15.47561  0.301
C: 3.81880 -20.31087 14.21895  -0.552
O: 4.73692 -19.70069 13.32038  -0.355
C: 5.01775 -18.42332 13.55219  0.974
O: 4.64385 -17.73144 14.45033  -0.583
O: 5.81919 -18.02475 12.57852  -0.379
C: 6.19233 -16.65114 12.57546  -0.615
H: 3.81172 -21.39508 14.23956  0.175
H: 2.81195 -20.10125 13.82256  0.109
H: 3.82321 -19.79864 15.17953  0.429
H: 5.31671 -16.04450 12.33644  0.245
H: 6.98648 -16.52468 11.84905  0.244
H: 6.51824 -16.30827 13.55788  0.316
C: 2.12079 -16.53547 13.03345  -0.313
O: 1.43378 -15.31318 13.24826  -0.370
C: 2.14897 -14.31765 13.76672  0.737
O: 3.34380 -14.34404 13.91148  -0.548
O: 1.34614 -13.29840 13.99807  -0.363
C: 1.94271 -12.08927 14.44014  -0.649
H: 2.57575 -16.81995 13.97920  0.330
H: 2.77770 -16.46938 12.16566  0.163
H: 1.41842 -17.33364 12.80162  0.141
H: 1.22869 -11.28184 14.31478  0.226
H: 2.83051 -11.89732 13.83834  0.313
H: 2.22937 -12.13442 15.49013  0.284

Values from the calculation:
LUMO energy (eV): 0.646
Spin multiplicity: 1
E_HOMO (eV): -10.63
Gap between HOMO and LUMO (eV): 11.2794

---

How do the records compare in relative energy (zero: lowest compared OMol25 entry of this formula, charge and spin)? In the order shown, they have 8.41, 0.00, 20.74 kcal per mole.